Entry 1:
{"formula": "C4H10N3O2", "method": "the ωB97M-V functional and the def2-TZVPD basis", "de_lowest_kj_mol": 400.65, "gap_ha": [0.24539, 0.24550], "charge": 1, "e_tot_ha": -472.7826, "species": ["C", "N", "H", "C", "C", "H", "N", "H", "H", "H", "O", "H", "H", "N", "H", "C", "H", "H", "O"], "positions_angstrom": [[-1.78, -2.09, -0.79], [-1.65, -3.14, -1.61], [-1.43, -4.05, -1.24], [2.13, 2.79, 1.54], [2.12, 1.32, 1.25], [2.18, 0.71, 2.15], [-2.17, -0.90, -1.18], [-2.34, -0.77, -2.18], [2.00, 3.38, 0.64], [-1.76, -3.05, -2.61], [0.50, -1.05, -0.53], [1.36, 3.05, 2.27], [-2.52, 0.96, -0.79], [-2.27, 0.10, -0.32], [2.89, 1.02, 0.53], [0.52, -0.02, 0.01], [3.10, 3.04, 1.97], [-1.66, -2.25, 0.27], [0.75, 0.98, 0.62]], "nbo_charge": [0.267, -0.779, 0.424, -0.649, -0.047, 0.225, -0.296, 0.385, 0.240, 0.407, -0.405, 0.244, 0.343, -0.705, 0.217, 1.077, 0.260, 0.219, -0.428]}



Entry 2:
{"formula": "C4H10N3O3", "method": "the ωB97M-V functional and the def2-TZVPD basis", "de_lowest_kj_mol": 167.74, "s2": 2.007, "gap_ha": [0.21522, 0.30686], "charge": 1, "multiplicity": 3, "e_tot_ha": -547.8889, "species": ["H", "O", "C", "N", "H", "O", "C", "H", "H", "H", "C", "H", "H", "H", "C", "H", "H", "O", "N", "N"], "positions_angstrom": [[-0.31, -1.21, -1.66], [2.90, -0.71, -0.05], [-0.66, -0.70, 0.35], [1.68, -0.19, 0.22], [-1.61, -2.01, -1.04], [-0.80, 1.35, 1.46], [0.74, -1.05, 0.87], [-0.53, 2.27, 1.56], [-1.57, -0.94, 0.88], [0.71, -0.96, 1.94], [-0.62, 0.82, 0.20], [-1.55, -0.21, -1.31], [0.86, -2.20, 0.62], [-2.45, 1.30, -0.43], [1.42, 1.00, -0.28], [-1.06, 1.89, -1.35], [3.46, -0.38, 0.66], [1.95, 1.92, -0.80], [-1.54, 1.19, -0.83], [-1.03, -1.16, -1.05]], "mulliken_spin": [0.001, 0.084, 0.045, 0.049, -0.002, 0.095, 0.018, 0.011, 0.011, -0.001, 0.710, -0.002, -0.004, 0.017, 0.584, 0.004, -0.004, 0.376, 0.002, 0.006]}



Entry 3:
{"formula": "C4H10N3OP", "method": "the ωB97M-V functional and the def2-TZVPD basis", "smiles": "NP(=O)(N1CC1)N1CC1", "gap_ha": 0.36439, "charge": 0, "e_tot_ha": -739.2175, "species": ["N", "C", "C", "O", "H", "H", "H", "H", "H", "C", "C", "H", "P", "H", "H", "N", "H", "N", "H"], "positions_angstrom": [[1.16, 0.57, 0.52], [1.56, 0.94, 1.89], [1.45, -0.46, 1.56], [-1.61, 0.76, 0.94], [2.32, -1.13, 1.33], [0.39, -2.49, -1.31], [-1.42, 2.10, -1.37], [-0.24, -2.15, 0.23], [0.66, -1.04, 2.07], [-0.37, -1.91, -0.83], [-1.64, -1.42, -1.36], [0.79, 1.47, 2.50], [-0.34, 0.76, -0.13], [2.60, 1.31, 1.83], [-2.13, -1.63, -2.29], [-0.39, 2.03, -1.22], [-0.03, 2.96, -0.76], [-0.52, -0.49, -1.21], [-2.53, -1.22, -0.75]], "nbo_charge": [-0.791, -0.234, -0.237, -1.117, 0.212, 0.204, 0.409, 0.194, 0.220, -0.231, -0.225, 0.239, 2.258, 0.211, 0.205, -1.156, 0.403, -0.785, 0.221]}



Entry 4:
{"formula": "C4H10N3S", "method": "the ωB97M-V functional and the def2-TZVPD basis", "de_lowest_kj_mol": 255.79, "gap_ha": [0.31932, 0.31934], "charge": 1, "e_tot_ha": -720.5330, "species": ["N", "S", "N", "H", "H", "H", "H", "H", "C", "H", "H", "H", "C", "C", "N", "H", "H", "C"], "positions_angstrom": [[-0.93, -2.22, 0.92], [-1.46, 0.25, 1.72], [1.61, 0.91, 1.38], [-1.94, -1.86, 2.64], [1.25, 0.22, -2.51], [-1.02, 1.83, -1.62], [-1.15, 0.18, -2.06], [-0.43, -1.71, 0.15], [0.64, 0.95, 0.68], [2.57, 0.41, -1.09], [1.88, 1.75, -1.75], [-0.81, -3.23, 1.18], [-0.92, 0.85, -1.22], [1.61, 0.74, -1.53], [0.49, 0.76, -0.63], [-1.65, 0.75, -0.44], [1.69, 0.85, 2.39], [-1.44, -1.42, 1.78]], "nbo_charge": [-0.696, 0.030, -0.612, 0.238, 0.236, 0.218, 0.227, 0.429, 0.661, 0.245, 0.219, 0.448, -0.420, -0.420, -0.476, 0.229, 0.442, 0.002]}



Entry 5:
{"formula": "C4H10N4", "method": "the ωB97M-V functional and the def2-TZVPD basis", "de_lowest_kj_mol": 282.01, "gap_ha": 0.25527, "charge": 0, "e_tot_ha": -377.3394, "species": ["H", "C", "H", "H", "H", "H", "C", "C", "H", "H", "N", "H", "N", "H", "N", "N", "C", "H"], "positions_angstrom": [[-2.09, 0.09, 1.32], [-1.27, -1.44, 0.34], [-1.17, 1.33, -2.35], [-2.09, 1.74, -0.26], [2.54, 1.60, 1.52], [0.76, 1.50, 1.10], [1.69, 0.98, 1.28], [-1.70, 0.77, -0.50], [-1.03, -1.85, -0.62], [-0.33, 0.01, -1.79], [2.19, -0.65, -1.34], [2.71, -0.85, 1.39], [1.50, -0.17, -2.06], [-1.45, -2.09, 1.17], [-1.24, 0.49, -1.79], [-1.73, -0.19, 0.41], [1.78, -0.33, 1.20], [0.92, -0.95, 0.98]], "nbo_charge": [0.414, -0.540, 0.381, 0.180, 0.188, 0.186, -0.412, 0.067, 0.188, 0.376, 0.054, 0.189, -0.046, 0.193, -0.831, -0.415, -0.388, 0.217]}



Entry 6:
{"formula": "C4H10N4", "method": "the ωB97M-V functional and the def2-TZVPD basis", "de_lowest_kj_mol": 320.03, "smiles": "[H]/N=C(/C=C(\\C)N)NN", "gap_ha": 0.29581, "charge": 0, "e_tot_ha": -377.3249, "species": ["N", "H", "H", "C", "N", "C", "H", "H", "H", "H", "H", "H", "N", "N", "C", "C", "H", "H"], "positions_angstrom": [[-0.06, 0.61, 1.22], [-2.06, -1.22, -1.80], [0.71, 0.64, 3.11], [0.25, 1.47, 0.12], [0.56, -1.62, -1.56], [-1.63, -0.88, -0.85], [-2.20, 0.01, -0.55], [0.74, 2.84, 1.29], [-1.80, -1.65, -0.09], [1.13, 0.99, -1.81], [0.26, -2.55, -1.27], [1.42, -0.46, 2.13], [1.01, 0.48, 2.15], [0.78, 2.65, 0.28], [-0.16, -0.58, -1.02], [0.36, 0.70, -1.11], [-0.90, 0.05, 1.31], [1.57, -1.47, -1.56]], "nbo_charge": [-0.564, 0.247, 0.344, 0.395, -0.795, -0.680, 0.235, 0.333, 0.203, 0.230, 0.383, 0.336, -0.654, -0.638, 0.314, -0.453, 0.371, 0.394]}



Entry 7:
{"formula": "C4H10N4", "method": "the ωB97M-V functional and the def2-TZVPD basis", "de_lowest_kj_mol": 195.78, "smiles": "CC(=N\\N)/C(C)=N/N", "gap_ha": 0.34453, "charge": 0, "e_tot_ha": -377.3722, "species": ["H", "H", "N", "C", "H", "H", "C", "N", "H", "N", "H", "H", "C", "H", "H", "C", "N", "H"], "positions_angstrom": [[3.52, -1.15, 0.26], [1.52, 2.01, 0.85], [1.61, -0.75, -0.05], [-1.06, -1.68, -0.09], [-1.81, -1.85, -0.89], [-3.11, -0.47, 0.47], [-0.68, -0.21, -0.06], [-1.56, 0.74, -0.03], [0.16, 2.28, -0.26], [-2.91, 0.35, -0.13], [1.75, 1.93, -0.91], [-1.64, -1.98, 0.81], [1.06, 1.66, -0.10], [-3.48, 1.13, 0.19], [-0.16, -2.28, -0.30], [0.74, 0.19, -0.08], [2.95, -0.39, -0.12], [3.11, 0.46, 0.43]], "nbo_charge": [0.364, 0.218, -0.242, -0.703, 0.232, 0.339, 0.196, -0.255, 0.262, -0.646, 0.231, 0.216, -0.706, 0.363, 0.260, 0.170, -0.639, 0.341]}



Entry 8:
{"formula": "C4H10N4", "method": "the ωB97M-V functional and the def2-TZVPD basis", "de_lowest_kj_mol": 534.94, "gap_ha": [0.32079, 0.27950], "charge": 0, "e_tot_ha": -377.2431, "species": ["C", "H", "C", "H", "C", "H", "H", "H", "N", "N", "H", "H", "H", "N", "H", "C", "N", "H"], "positions_angstrom": [[-0.68, 0.45, 0.04], [0.31, 1.95, -0.95], [0.60, -0.24, 0.30], [-1.77, 1.93, 0.96], [0.76, -1.70, 0.11], [2.92, 0.05, -0.90], [-2.75, 0.23, -0.44], [-1.74, -1.10, -1.01], [-0.64, 1.68, -0.70], [1.75, 0.50, 0.69], [0.53, -2.02, -0.90], [1.49, 1.40, 1.09], [0.08, -2.21, 0.79], [2.20, 0.75, -0.71], [-2.15, -0.97, 0.72], [-1.91, -0.41, -0.18], [-0.80, 1.71, 0.74], [1.78, -2.00, 0.36]], "nbo_charge": [0.094, 0.383, 0.380, 0.349, -0.684, 0.309, 0.232, 0.224, -0.432, -0.543, 0.233, 0.372, 0.230, -0.516, 0.212, -0.620, -0.465, 0.242]}



Entry 9:
{"formula": "C4H10N4", "method": "the ωB97M-V functional and the def2-TZVPD basis", "de_lowest_kj_mol": 580.98, "gap_ha": 0.31849, "charge": 0, "e_tot_ha": -377.2255, "species": ["H", "N", "C", "H", "H", "H", "N", "C", "C", "H", "H", "N", "H", "N", "H", "H", "H", "C"], "positions_angstrom": [[-2.28, -0.53, -1.11], [0.07, -0.55, 0.26], [-0.92, 0.55, 0.10], [-1.18, -1.92, -0.14], [2.59, -0.31, -2.24], [1.41, 1.21, -0.66], [-0.18, -1.76, -0.06], [1.79, -0.65, -1.59], [1.16, 0.16, -0.78], [0.58, -1.26, 2.23], [1.58, -1.72, -1.56], [-0.54, 1.69, 0.80], [-0.46, 1.51, 1.79], [0.64, -0.36, 1.78], [-2.81, 1.14, -0.55], [1.63, -0.11, 1.69], [-1.01, 2.55, 0.57], [-2.07, 0.35, -0.53]], "nbo_charge": [0.219, 0.028, 0.314, 0.327, 0.215, 0.224, -0.753, -0.394, -0.081, 0.374, 0.247, -0.858, 0.414, -0.741, 0.211, 0.354, 0.386, -0.486]}



Entry 10:
{"formula": "C4H10N4O2", "method": "the ωB97M-V functional and the def2-TZVPD basis", "de_lowest_kj_mol": 340.91, "gap_ha": [0.26934, 0.26938], "charge": 0, "e_tot_ha": -527.8007, "species": ["H", "H", "H", "C", "O", "H", "O", "C", "H", "H", "N", "N", "H", "H", "C", "H", "N", "H", "N", "C"], "positions_angstrom": [[2.53, 1.42, -0.87], [-0.78, 2.19, -1.56], [3.27, 0.25, 0.11], [1.07, -0.86, 1.09], [-2.55, -1.28, 1.02], [0.89, 1.87, -1.99], [-1.15, 0.90, 1.74], [-1.71, -1.04, 0.17], [-1.94, 0.39, 1.98], [-0.01, -1.28, 0.83], [-1.73, -1.49, -1.10], [0.14, 1.85, -1.31], [-0.99, -1.22, -1.73], [0.94, -0.60, 2.13], [1.23, 0.30, 0.22], [-2.49, -2.09, -1.40], [-1.13, 0.77, 0.33], [1.85, -1.61, 0.94], [2.45, 0.52, -0.41], [0.11, 1.00, -0.19]], "nbo_charge": [0.375, 0.402, 0.383, -0.622, -0.626, 0.385, -0.574, 0.710, 0.487, 0.205, -0.850, -0.859, 0.410, 0.246, 0.125, 0.411, -0.187, 0.216, -0.814, 0.175]}



- What is the formula in the tenth record?
  C4H10N4O2



Copy entry 9 word for word.
{"formula": "C4H10N4", "method": "the ωB97M-V functional and the def2-TZVPD basis", "de_lowest_kj_mol": 580.98, "gap_ha": 0.31849, "charge": 0, "e_tot_ha": -377.2255, "species": ["H", "N", "C", "H", "H", "H", "N", "C", "C", "H", "H", "N", "H", "N", "H", "H", "H", "C"], "positions_angstrom": [[-2.28, -0.53, -1.11], [0.07, -0.55, 0.26], [-0.92, 0.55, 0.10], [-1.18, -1.92, -0.14], [2.59, -0.31, -2.24], [1.41, 1.21, -0.66], [-0.18, -1.76, -0.06], [1.79, -0.65, -1.59], [1.16, 0.16, -0.78], [0.58, -1.26, 2.23], [1.58, -1.72, -1.56], [-0.54, 1.69, 0.80], [-0.46, 1.51, 1.79], [0.64, -0.36, 1.78], [-2.81, 1.14, -0.55], [1.63, -0.11, 1.69], [-1.01, 2.55, 0.57], [-2.07, 0.35, -0.53]], "nbo_charge": [0.219, 0.028, 0.314, 0.327, 0.215, 0.224, -0.753, -0.394, -0.081, 0.374, 0.247, -0.858, 0.414, -0.741, 0.211, 0.354, 0.386, -0.486]}



Repeat the seventh record exactly.
{"formula": "C4H10N4", "method": "the ωB97M-V functional and the def2-TZVPD basis", "de_lowest_kj_mol": 195.78, "smiles": "CC(=N\\N)/C(C)=N/N", "gap_ha": 0.34453, "charge": 0, "e_tot_ha": -377.3722, "species": ["H", "H", "N", "C", "H", "H", "C", "N", "H", "N", "H", "H", "C", "H", "H", "C", "N", "H"], "positions_angstrom": [[3.52, -1.15, 0.26], [1.52, 2.01, 0.85], [1.61, -0.75, -0.05], [-1.06, -1.68, -0.09], [-1.81, -1.85, -0.89], [-3.11, -0.47, 0.47], [-0.68, -0.21, -0.06], [-1.56, 0.74, -0.03], [0.16, 2.28, -0.26], [-2.91, 0.35, -0.13], [1.75, 1.93, -0.91], [-1.64, -1.98, 0.81], [1.06, 1.66, -0.10], [-3.48, 1.13, 0.19], [-0.16, -2.28, -0.30], [0.74, 0.19, -0.08], [2.95, -0.39, -0.12], [3.11, 0.46, 0.43]], "nbo_charge": [0.364, 0.218, -0.242, -0.703, 0.232, 0.339, 0.196, -0.255, 0.262, -0.646, 0.231, 0.216, -0.706, 0.363, 0.260, 0.170, -0.639, 0.341]}